Formula: C81H168F24N7O18P3S8
Source: the Open Molecules 2025 dataset
Level of theory: ωB97M-V/def2-TZVPD

## Properties
LUMO level ... -2.681 eV
Largest force on an atom ... 4.78 eV/A
Energy relative to the best compared isomer or geometry (same formula, charge and spin) ... 14.12 kcal/mol
Net charge ... +2
E_tot ... -11530.3802 a.u.
Molar mass ... 2333.7 Da

Element x y z (Å)
1 C 8.850 -2.471 7.633
2 C 7.659 -2.859 6.795
3 C 7.008 -1.673 6.119
4 C 6.146 -0.760 7.103
5 P 5.802 0.796 6.404
6 C 5.111 0.615 4.784
7 C 4.640 1.932 4.158
8 C 4.147 1.924 2.688
9 C 4.301 3.260 1.947
10 C 7.386 1.658 6.368
11 C 8.081 1.844 7.705
12 C 9.319 2.740 7.448
13 C 9.900 3.254 8.788
14 C 4.735 1.750 7.503
15 C 3.397 1.086 7.699
16 C 2.535 1.974 8.709
17 C 1.116 1.307 8.676
18 H 9.769 -2.202 7.020
19 H 9.110 -3.294 8.358
20 H 8.701 -1.598 8.273
21 H 6.942 -3.364 7.423
22 H 8.039 -3.605 6.036
23 H 6.318 -1.904 5.291
24 H 7.735 -0.994 5.645
25 H 6.572 -0.529 8.069
26 H 5.234 -1.323 7.237
27 H 4.278 -0.061 4.985
28 H 5.819 0.101 4.209
29 H 5.448 2.611 4.282
30 H 3.853 2.371 4.787
31 H 3.044 1.760 2.727
32 H 4.645 1.146 2.182
33 H 3.627 3.956 2.434
34 H 3.984 3.092 0.902
35 H 5.288 3.648 1.930
36 H 7.069 2.618 5.971
37 H 8.046 1.156 5.665
38 H 8.244 0.934 8.225
39 H 7.427 2.465 8.351
40 H 9.110 3.582 6.744
41 H 10.061 2.194 6.834
42 H 9.319 4.026 9.209
43 H 10.903 3.632 8.611
44 H 9.891 2.459 9.533
45 H 4.653 2.704 6.999
46 H 5.230 1.852 8.465
47 H 3.549 0.120 8.332
48 H 2.940 0.898 6.786
49 H 2.618 2.969 8.359
50 H 2.912 1.911 9.723
51 H 0.691 1.344 7.658
52 H 0.507 1.806 9.434
53 H 1.121 0.280 8.996
54 C -5.069 8.275 2.398
55 C -5.597 8.010 3.846
56 C -5.131 6.688 4.531
57 C -3.515 6.699 4.694
58 P -2.752 5.069 4.905
59 C -3.728 4.194 6.143
60 C -3.547 4.929 7.518
61 C -4.576 4.407 8.523
62 C -5.946 5.025 8.274
63 C -2.749 4.142 3.342
64 C -2.799 4.995 2.036
65 C -1.640 5.843 1.571
66 C -0.337 5.069 1.347
67 C -1.061 5.398 5.382
68 C -0.129 4.206 5.417
69 C 1.333 4.341 5.911
70 C 2.171 5.121 4.920
71 H -5.563 7.603 1.699
72 H -4.013 8.067 2.303
73 H -5.183 9.255 2.049
74 H -6.650 8.060 3.859
75 H -5.226 8.755 4.473
76 H -5.527 5.781 4.118
77 H -5.566 6.715 5.499
78 H -3.244 7.321 5.525
79 H -3.015 7.073 3.752
80 H -3.403 3.146 6.224
81 H -4.786 4.232 5.745
82 H -3.682 5.991 7.321
83 H -2.511 4.820 7.936
84 H -4.133 4.729 9.423
85 H -4.577 3.315 8.539
86 H -5.822 6.101 8.435
87 H -6.770 4.641 8.881
88 H -6.404 5.071 7.273
89 H -3.601 3.374 3.370
90 H -1.868 3.511 3.479
91 H -3.593 5.700 2.146
92 H -3.194 4.324 1.275
93 H -1.393 6.676 2.205
94 H -1.913 6.297 0.646
95 H 0.000 4.612 2.284
96 H 0.463 5.758 0.964
97 H -0.498 4.210 0.659
98 H -1.211 5.915 6.286
99 H -0.765 6.130 4.642
100 H -0.017 3.822 4.333
101 H -0.466 3.322 6.001
102 H 1.635 3.243 5.832
103 H 1.411 4.679 6.955
104 H 2.049 6.215 4.978
105 H 1.897 4.710 3.923
106 H 3.230 4.901 5.096
107 C -4.839 -3.756 1.893
108 C -5.110 -4.898 0.907
109 C -5.666 -4.429 -0.390
110 C -6.021 -5.598 -1.339
111 P -6.655 -4.957 -2.911
112 C -8.437 -4.615 -2.986
113 C -9.048 -3.546 -2.159
114 C -10.449 -3.103 -2.466
115 C -10.673 -1.693 -1.948
116 C -5.585 -3.558 -3.401
117 C -5.741 -3.210 -4.872
118 C -6.767 -2.164 -5.246
119 C -6.574 -1.149 -6.454
120 C -6.415 -6.354 -4.142
121 C -7.632 -6.710 -5.110
122 C -7.319 -7.539 -6.350
123 C -7.038 -9.001 -5.834
124 H -4.076 -3.075 1.497
125 H -4.372 -4.173 2.808
126 H -5.617 -3.090 1.982
127 H -5.887 -5.690 1.402
128 H -4.137 -5.390 0.703
129 H -4.869 -3.794 -0.859
130 H -6.583 -3.847 -0.262
131 H -6.727 -6.345 -0.978
132 H -5.182 -6.185 -1.561
133 H -8.848 -5.600 -2.774
134 H -8.682 -4.437 -3.991
135 H -8.401 -2.667 -2.159
136 H -9.079 -3.757 -1.100
137 H -11.217 -3.820 -2.111
138 H -10.613 -3.031 -3.541
139 H -11.789 -1.402 -1.984
140 H -10.044 -0.921 -2.493
141 H -10.359 -1.682 -0.886
142 H -4.605 -3.954 -3.246
143 H -5.795 -2.734 -2.726
144 H -5.985 -4.107 -5.396
145 H -4.780 -2.947 -5.189
146 H -6.882 -1.497 -4.351
147 H -7.755 -2.580 -5.385
148 H -5.638 -0.473 -6.249
149 H -7.350 -0.424 -6.482
150 H -6.470 -1.719 -7.345
151 H -6.116 -7.240 -3.537
152 H -5.470 -6.171 -4.697
153 H -8.218 -5.865 -5.314
154 H -8.304 -7.306 -4.535
155 H -6.397 -7.178 -6.851
156 H -8.023 -7.464 -7.161
157 H -6.283 -9.049 -5.066
158 H -6.740 -9.689 -6.650
159 H -8.026 -9.339 -5.438
160 C 7.376 -4.830 -8.549
161 C 7.175 -4.320 -7.157
162 N 6.483 -2.932 -7.106
163 C 6.243 -2.645 -5.611
164 C 7.419 -1.898 -7.638
165 C 7.032 -0.441 -7.380
166 C 5.258 -2.908 -7.957
167 C 4.119 -3.802 -7.548
168 O 3.248 -3.025 -6.728
169 C 2.097 -3.714 -6.310
170 H 7.974 -5.753 -8.433
171 H 8.043 -4.189 -9.178
172 H 6.420 -5.184 -9.004
173 H 8.104 -4.208 -6.612
174 H 6.541 -4.970 -6.602
175 H 7.222 -2.494 -5.151
176 H 5.773 -3.562 -5.195
177 H 5.657 -1.724 -5.366
178 H 7.523 -1.973 -8.743
179 H 8.336 -2.101 -7.133
180 H 6.143 -0.153 -7.973
181 H 7.810 0.134 -7.792
182 H 6.903 -0.176 -6.280
183 H 5.503 -3.222 -8.977
184 H 5.090 -1.835 -7.946
185 H 4.467 -4.707 -7.052
186 H 3.690 -4.166 -8.493
187 H 1.542 -4.043 -7.185
188 H 1.487 -2.999 -5.708
189 H 2.441 -4.537 -5.640
190 C -2.902 0.710 -5.316
191 C -1.683 1.574 -5.316
192 N -1.702 3.065 -5.352
193 C -2.533 3.425 -6.539
194 C -2.295 3.541 -4.015
195 C -1.696 3.206 -2.697
196 C -0.302 3.532 -5.460
197 C -0.097 4.975 -6.005
198 O -0.278 5.974 -5.026
199 C 0.367 7.235 -5.362
200 H -3.623 1.048 -4.597
201 H -2.519 -0.295 -4.979
202 H -3.380 0.608 -6.271
203 H -1.060 1.305 -6.177
204 H -1.101 1.330 -4.442
205 H -1.834 3.307 -7.385
206 H -2.844 4.480 -6.449
207 H -3.403 2.763 -6.628
208 H -3.416 3.341 -3.999
209 H -2.325 4.648 -4.148
210 H -2.380 3.742 -1.991
211 H -0.658 3.476 -2.645
212 H -1.760 2.121 -2.481
213 H 0.140 2.910 -6.213
214 H 0.130 3.400 -4.506
215 H -0.687 5.120 -6.909
216 H 0.966 4.955 -6.234
217 H 1.472 7.226 -5.026
218 H -0.096 8.024 -4.794
219 H 0.258 7.422 -6.442
220 C -1.272 -4.265 0.875
221 C 0.226 -3.772 0.668
222 C 0.384 -2.205 0.822
223 N 1.507 -1.583 -0.055
224 C 1.565 -2.069 -1.472
225 C 0.219 -1.786 -2.194
226 C -0.070 -0.247 -2.158
227 C 0.140 0.394 -0.736
228 C 1.373 -0.076 -0.057
229 C 2.815 -1.878 0.585
230 H -2.103 -3.837 0.321
231 H -1.508 -4.056 1.925
232 H -1.304 -5.331 0.923
233 H 0.570 -4.094 -0.303
234 H 0.841 -4.227 1.395
235 H 0.689 -1.882 1.764
236 H -0.545 -1.686 0.628
237 H 1.686 -3.156 -1.363
238 H 2.459 -1.658 -1.994
239 H -0.560 -2.436 -1.832
240 H 0.401 -1.995 -3.261
241 H -1.116 -0.035 -2.454
242 H 0.557 0.286 -2.872
243 H -0.769 0.342 -0.111
244 H 0.260 1.471 -0.894
245 H 1.396 0.236 1.020
246 H 2.285 0.306 -0.498
247 H 3.582 -1.500 -0.074
248 H 2.932 -2.912 0.659
249 H 2.881 -1.411 1.585
250 C 3.364 2.033 -3.800
251 F 2.892 2.015 -2.544
252 F 3.126 3.255 -4.291
253 F 4.689 1.812 -3.771
254 S 2.691 0.696 -4.852
255 O 2.923 -0.456 -4.074
256 O 1.296 1.070 -5.071
257 N 3.544 0.720 -6.122
258 S 3.259 1.418 -7.553
259 O 2.481 2.589 -7.440
260 O 4.524 1.420 -8.215
261 C 2.354 0.297 -8.574
262 F 1.186 -0.072 -7.934
263 F 2.022 1.006 -9.662
264 F 3.096 -0.778 -8.899
265 C -1.014 0.153 5.239
266 F -1.664 1.289 4.953
267 F -1.045 0.007 6.575
268 F -1.774 -0.846 4.742
269 S 0.718 0.205 4.446
270 O 0.469 0.803 3.171
271 O 1.533 1.007 5.318
272 N 1.155 -1.289 4.242
273 S 1.840 -2.146 5.412
274 O 2.972 -1.459 5.987
275 O 1.013 -2.925 6.305
276 C 2.535 -3.490 4.357
277 F 1.649 -4.159 3.694
278 F 3.324 -2.990 3.375
279 F 3.211 -4.286 5.157
280 C 4.028 -7.184 -2.891
281 F 4.937 -7.967 -3.453
282 F 2.816 -7.495 -3.380
283 F 4.046 -7.397 -1.626
284 S 4.384 -5.419 -3.306
285 O 4.623 -5.407 -4.746
286 O 3.159 -4.800 -2.918
287 N 5.709 -5.110 -2.530
288 S 5.762 -4.239 -1.243
289 O 4.528 -4.175 -0.494
290 O 6.989 -4.532 -0.590
291 C 5.862 -2.508 -2.001
292 F 6.105 -1.650 -0.954
293 F 6.868 -2.430 -2.870
294 F 4.703 -2.228 -2.544
295 C -7.594 0.879 -0.079
296 F -7.086 1.897 -0.721
297 F -7.780 1.184 1.181
298 F -8.764 0.723 -0.727
299 S -6.707 -0.759 -0.313
300 O -7.638 -1.758 0.162
301 O -6.364 -0.744 -1.696
302 N -5.405 -0.596 0.563
303 S -4.037 -0.015 -0.004
304 O -3.050 -1.028 0.146
305 O -4.054 0.809 -1.194
306 C -3.682 1.157 1.434
307 F -3.878 0.590 2.645
308 F -2.371 1.570 1.265
309 F -4.444 2.301 1.359

***

Formula: C52H66AgN2O2P2Si
Source: the Open Molecules 2025 dataset
Level of theory: ωB97M-V/def2-TZVPD

## Properties
LUMO level ... 2.567 eV
Largest force on an atom ... 0.78 eV/A
Energy relative to the best compared isomer or geometry (same formula, charge and spin) ... 0.00 kcal/mol
Net charge ... -1
E_tot ... -3400.4423 a.u.
Molar mass ... 949.0 Da

Element x y z (Å)
1 Ag 0.559 -0.689 -0.299
2 C 4.341 -1.922 -0.881
3 Si 2.907 -0.690 -1.083
4 C 2.827 -0.442 -2.995
5 C 3.943 -0.759 -3.792
6 C 3.904 -0.740 -5.180
7 C 2.727 -0.379 -5.822
8 C 1.616 -0.040 -5.062
9 C 1.634 -0.081 -3.660
10 P 0.125 0.468 -2.699
11 C -0.151 2.082 -3.594
12 C -1.222 2.955 -2.932
13 C -1.487 4.230 -3.752
14 C -0.200 4.780 -4.398
15 C 1.007 4.392 -3.551
16 C 1.200 2.865 -3.575
17 C -1.163 -0.830 -3.213
18 C -2.308 -1.062 -2.186
19 C -3.547 -0.189 -2.377
20 C -4.067 -0.253 -3.811
21 C -2.962 0.109 -4.804
22 C -1.754 -0.819 -4.634
23 C 3.762 0.937 -0.454
24 C 4.970 1.381 -1.011
25 C 5.683 2.450 -0.485
26 C 5.197 3.111 0.638
27 C 3.992 2.711 1.201
28 C 3.259 1.645 0.663
29 P 1.653 1.095 1.395
30 C 1.033 2.581 2.324
31 C -0.347 2.229 2.924
32 C -1.005 3.440 3.594
33 C -1.168 4.588 2.599
34 C 0.189 4.965 2.005
35 C 0.856 3.756 1.340
36 C 2.306 -0.103 2.677
37 C 1.215 -1.098 3.131
38 C 1.665 -1.816 4.399
39 C 1.723 -0.829 5.577
40 C 2.215 0.570 5.138
41 C 3.075 0.496 3.877
42 H 5.309 -1.541 -1.239
43 H 4.112 -2.858 -1.411
44 H 4.453 -2.165 0.186
45 H 4.876 -1.041 -3.306
46 H 4.787 -0.998 -5.756
47 H 2.671 -0.355 -6.903
48 H 0.731 0.290 -5.585
49 H -0.452 1.882 -4.626
50 H -0.885 3.210 -1.921
51 H -2.153 2.416 -2.814
52 H -1.928 4.989 -3.101
53 H -2.228 4.016 -4.527
54 H -0.268 5.863 -4.521
55 H -0.074 4.356 -5.400
56 H 0.850 4.739 -2.523
57 H 1.914 4.882 -3.910
58 H 1.794 2.563 -2.706
59 H 1.787 2.590 -4.450
60 H -0.523 -1.710 -3.132
61 H -1.942 -0.940 -1.169
62 H -2.614 -2.112 -2.272
63 H -3.310 0.841 -2.120
64 H -4.324 -0.507 -1.676
65 H -4.936 0.401 -3.938
66 H -4.401 -1.278 -4.021
67 H -2.663 1.154 -4.658
68 H -3.337 0.027 -5.827
69 H -0.995 -0.591 -5.374
70 H -2.086 -1.842 -4.855
71 H 5.364 0.871 -1.890
72 H 6.614 2.764 -0.942
73 H 5.748 3.938 1.072
74 H 3.621 3.252 2.067
75 H 1.710 2.873 3.136
76 H -0.263 1.409 3.638
77 H -0.993 1.863 2.117
78 H -0.377 3.776 4.429
79 H -1.973 3.155 4.016
80 H -1.642 5.454 3.071
81 H -1.829 4.258 1.787
82 H 0.840 5.331 2.808
83 H 0.082 5.780 1.284
84 H 1.810 4.049 0.907
85 H 0.228 3.410 0.507
86 H 3.022 -0.667 2.077
87 H 1.011 -1.803 2.324
88 H 0.266 -0.589 3.324
89 H 2.660 -2.249 4.228
90 H 0.998 -2.645 4.631
91 H 2.371 -1.226 6.363
92 H 0.725 -0.739 6.013
93 H 2.782 1.041 5.945
94 H 1.358 1.223 4.949
95 H 3.945 -0.135 4.090
96 H 3.480 1.480 3.635
97 O -0.163 -4.657 -1.350
98 C -0.765 -4.069 -0.467
99 N -1.763 -4.660 0.310
100 C -2.256 -3.766 1.337
101 C -1.482 -2.483 0.925
102 O -1.672 -1.399 1.487
103 N -0.615 -2.745 -0.071
104 C -1.798 -4.139 2.755
105 C -2.472 -3.653 3.872
106 C -2.029 -3.954 5.156
107 C -0.905 -4.749 5.342
108 C -0.215 -5.221 4.231
109 C -0.655 -4.912 2.948
110 C -3.774 -3.596 1.226
111 C -4.600 -4.660 1.592
112 C -5.976 -4.586 1.427
113 C -6.553 -3.437 0.895
114 C -5.740 -2.371 0.535
115 C -4.358 -2.447 0.702
116 H -1.938 -5.646 0.284
117 H -3.347 -3.028 3.735
118 H -2.566 -3.566 6.015
119 H -0.560 -4.985 6.343
120 H 0.676 -5.827 4.361
121 H -0.103 -5.270 2.086
122 H -4.156 -5.555 2.019
123 H -6.601 -5.425 1.714
124 H -7.628 -3.374 0.767
125 H -6.180 -1.470 0.121
126 H -3.730 -1.603 0.437

***

Formula: CH4NO3P
Source: the Open Molecules 2025 dataset
Level of theory: ωB97M-V/def2-TZVPD

## Properties
SMILES string ... NOP=O.C=O
LUMO level ... 0.208 eV
Largest force on an atom ... 2.46 eV/A
Energy relative to the best compared isomer or geometry (same formula, charge and spin) ... 85.38 kcal/mol
E_tot ... -662.2638 a.u.
Molar mass ... 109.0 Da

Element x y z (Å)
1 C -1.039 -1.236 0.257
2 N 1.516 1.824 0.157
3 O 3.538 -1.335 0.261
4 O -0.040 -1.199 -0.437
5 O 2.416 0.784 0.547
6 P 2.701 -0.451 -0.503
7 H -1.276 -2.124 0.988
8 H -1.847 -0.456 0.168
9 H 1.637 2.459 0.965
10 H 1.925 2.451 -0.641

***

Formula: C5H5Br3Cl12
Source: the Open Molecules 2025 dataset
Level of theory: ωB97M-V/def2-TZVPD

## Properties
LUMO level ... 0.104 eV
Largest force on an atom ... 0.74 eV/A
Energy relative to the best compared isomer or geometry (same formula, charge and spin) ... 3.56 kcal/mol
E_tot ... -13437.8238 a.u.
Molar mass ... 730.2 Da

Element x y z (Å)
1 C -15.602 12.062 9.258
2 Br -13.992 11.092 9.643
3 Br -15.213 13.820 8.653
4 Br -16.747 12.090 10.760
5 H -16.107 11.548 8.461
6 C -14.692 14.102 13.457
7 Cl -13.369 13.712 14.529
8 Cl -14.105 14.710 11.909
9 Cl -15.777 15.257 14.201
10 H -15.256 13.208 13.237
11 C -19.091 12.109 14.299
12 Cl -20.598 12.770 13.722
13 Cl -17.814 13.263 14.073
14 Cl -18.734 10.615 13.477
15 H -19.199 11.911 15.352
16 C -14.552 9.143 14.068
17 Cl -14.936 10.770 13.603
18 Cl -15.545 8.001 13.184
19 Cl -14.749 8.957 15.807
20 H -13.513 8.974 13.846
21 C -16.575 18.733 15.415
22 Cl -15.904 18.791 13.803
23 Cl -18.236 19.322 15.401
24 Cl -15.551 19.618 16.559
25 H -16.591 17.697 15.710

***

Formula: CH9N3
Source: the Open Molecules 2025 dataset
Level of theory: ωB97M-V/def2-TZVPD

## Properties
SMILES string ... NCN.N
LUMO level ... 1.060 eV
Largest force on an atom ... 2.95 eV/A
Energy relative to the best compared isomer or geometry (same formula, charge and spin) ... 21.54 kcal/mol
E_tot ... -207.7188 a.u.
Molar mass ... 63.1 Da

Element x y z (Å)
1 N 2.750 -2.166 4.507
2 H 3.736 -2.076 4.856
3 H 2.505 -2.796 3.782
4 H 1.955 -1.779 5.054
5 N -2.309 0.623 -1.948
6 C -0.858 0.413 -1.443
7 N 0.158 1.406 -1.885
8 H -2.972 0.100 -1.400
9 H -2.519 1.546 -1.629
10 H -0.863 0.314 -0.339
11 H -0.507 -0.564 -1.795
12 H -0.339 2.299 -1.738
13 H -0.042 1.436 -2.848

***

Formula: C4H4ClF
Source: the Open Molecules 2025 dataset
Level of theory: ωB97M-V/def2-TZVPD

## Properties
SMILES string ... C=C(F)/C=C/Cl
LUMO level ... 0.565 eV
Largest force on an atom ... 4.69 eV/A
Energy relative to the best compared isomer or geometry (same formula, charge and spin) ... 12.35 kcal/mol
E_tot ... -714.8082 a.u.
Molar mass ... 106.5 Da

Element x y z (Å)
1 C 1.110 -0.390 -0.632
2 C -1.024 0.377 0.300
3 C -1.710 0.482 1.456
4 C 0.339 -0.109 0.423
5 F 0.864 -0.326 1.679
6 Cl -3.332 0.970 1.535
7 H 2.077 -0.937 -0.426
8 H 0.881 -0.014 -1.712
9 H -1.338 0.486 -0.654
10 H -1.119 0.039 2.327

***

| no. | gap between HOMO and LUMO (eV) |
| --- | --- |
| 1 | 9.691 |
| 2 | 5.858 |
| 3 | 10.185 |
| 4 | 10.389 |
| 5 | 10.373 |
| 6 | 9.483 |